Entry 1:
24
Properties=species:S:1:pos:R:3:forces:R:3 method="wB97M-V/def2-TZVPD" largest_force_ha_per_bohr=0.1086 homo_lumo_gap_ev=9.0 e_tot_ha=-551.78560 smiles=NCc1cccc(-n2cccn2)c1 e_above_lowest_kcal_mol=100.74
C 2.2530 -0.9081 -1.8195 -0.42 1.45 -0.63
C 0.8477 -0.9623 -1.1521 0.23 -0.97 -0.80
C 0.2289 -2.1826 -0.8784 -2.81 0.56 2.23
C -0.9200 -2.4288 -0.0765 -0.07 3.47 -2.12
C -1.5697 -1.1955 0.2696 -1.91 -5.02 1.54
C -0.9272 -0.0522 0.1506 2.76 2.62 -1.52
C 0.2897 0.1706 -0.6323 0.02 -0.65 2.05
C -0.9127 2.3319 0.5498 1.55 2.62 0.14
C -1.5272 3.2790 1.4674 2.29 -1.52 -1.99
C -2.3627 2.4225 2.1666 -0.86 -0.33 2.07
H 3.1673 -2.4223 -0.4612 -0.51 2.15 -1.80
H 3.7201 -0.9235 -0.1102 -1.42 -0.02 -2.05
H 2.3077 0.2177 -1.8415 0.97 -1.04 -0.25
H 2.4305 -1.2128 -3.0090 -0.86 0.22 3.33
H 0.5992 -3.0090 -1.2667 2.26 -3.72 -1.93
H -1.5467 -3.3285 0.0407 1.18 0.16 -0.17
H -2.5556 -1.3687 0.7863 1.19 1.11 -0.40
H 0.9894 1.0475 -0.4771 -1.47 -0.97 -0.51
H -0.0157 2.5981 -0.1713 -2.51 -0.84 1.58
H -1.1799 4.3527 1.6886 -0.99 -2.01 -0.64
H -2.9396 2.8618 3.0666 0.58 -1.70 -1.61
N 3.2666 -1.4451 -0.9203 1.79 -1.95 2.32
N -1.3729 1.0609 0.8179 -0.20 4.76 0.37
N -2.2702 1.0966 1.8120 -0.78 1.65 0.80

---

Entry 2:
25
Properties=species:S:1:pos:R:3:forces:R:3 method="wB97M-V/def2-TZVPD" largest_force_ha_per_bohr=0.1359 homo_lumo_gap_ev="9.8 / 5.6" e_tot_ha=-626.94734 e_above_lowest_kcal_mol=143.52
C -3.4485 1.0915 -0.5094 -1.83 -1.03 -0.22
C -2.4404 1.7526 0.1180 1.77 -0.33 -0.41
C -3.3939 -0.2757 -0.6653 2.28 -2.00 0.75
C -1.2220 1.1348 0.4541 -0.54 -0.89 -0.65
C -2.1540 -0.9226 -0.3141 -0.27 -1.78 -0.47
C 2.5019 1.7491 -1.0732 -0.29 -0.05 0.55
C 2.8507 1.7620 0.2509 2.38 3.04 2.07
C -1.0913 -0.2041 0.1902 -1.94 0.18 -0.37
C 2.3909 -2.0949 1.0542 -5.72 -4.01 -0.34
C 1.9517 -1.4474 -0.2046 1.90 1.21 2.81
N 2.1355 0.4939 -1.3567 -0.75 1.86 -3.15
N 2.7902 0.5543 0.7805 -0.60 -0.63 -0.27
N 2.2994 -0.1495 -0.2795 0.77 -0.58 2.29
O 1.2854 -1.9203 -1.1876 -1.54 -2.17 -1.90
H -4.3533 1.5968 -0.8446 0.26 0.17 0.23
H -2.5324 2.7885 0.1088 0.13 1.78 0.56
H -4.1786 -0.9819 -0.9432 -0.06 0.78 -0.32
H -0.3246 1.5821 0.7495 0.82 1.51 0.76
H -2.0111 -2.0464 -0.4635 -0.51 1.61 0.17
H 2.4813 2.6019 -1.6936 -0.17 0.26 -0.98
H 3.3343 2.6578 0.8495 -1.31 -2.13 -1.28
H 3.2961 -1.7987 1.3702 3.08 1.20 1.06
H 2.3701 -3.2543 0.9117 0.15 2.01 0.21
H 1.5741 -1.9056 1.8880 1.66 -0.22 -1.33
H 0.9189 -1.2336 -1.7723 0.35 0.20 0.24

---

Entry 3:
23
Properties=species:S:1:pos:R:3:forces:R:3 method="wB97M-V/def2-TZVPD" largest_force_ha_per_bohr=0.0900 homo_lumo_gap_ev=8.9 e_tot_ha=-517.62944 smiles="CCN1C(=O)Cc2ccccc21" e_above_lowest_kcal_mol=27.07
C -1.6258 2.2354 -0.5395 -0.87 1.21 -0.35
C -0.6923 1.5805 -1.5055 2.40 1.32 0.83
C -0.9231 -0.8301 -1.6658 0.87 0.95 1.50
C -0.3419 -2.1608 -0.9196 0.29 3.05 0.27
C 0.3365 -1.4954 0.3273 -2.28 2.08 -2.01
C 0.9858 -1.9964 1.3923 0.22 -3.19 -1.38
C 1.7417 -1.2183 2.1543 1.64 1.55 2.48
C 1.6917 0.1300 2.0608 0.45 3.18 0.87
C 0.8609 0.8388 1.1555 0.03 -3.19 -1.12
C 0.2144 -0.0418 0.2190 1.62 -0.36 1.24
H -1.7074 3.2885 -0.8195 -0.48 0.03 0.18
H -2.5663 1.7002 -0.7070 -0.20 0.46 0.42
H -1.3530 2.1929 0.5287 0.09 -0.21 -0.63
H -1.0865 1.5298 -2.5463 0.32 -0.28 1.05
H 0.3401 2.0550 -1.5198 -1.17 0.14 -0.24
H 0.4442 -2.5684 -1.5587 -0.30 -0.21 -0.08
H -1.1354 -2.8563 -0.7110 -0.17 -0.32 0.02
H 1.2141 -3.0389 1.5550 -0.71 -0.52 -0.44
H 2.4360 -1.6301 2.8721 -0.13 -0.21 0.12
H 2.3555 0.6864 2.7797 -0.83 -0.31 -0.94
H 0.8597 1.8969 1.0083 0.00 0.41 0.20
N -0.4291 0.3127 -0.9326 -1.01 -4.01 -2.08
O -1.6196 -0.6108 -2.6278 0.24 -1.56 0.10

---

Entry 4:
23
Properties=species:S:1:pos:R:3:forces:R:3 method="wB97M-V/def2-TZVPD" largest_force_ha_per_bohr=0.0919 homo_lumo_gap_ev="7.6 / 7.6" e_tot_ha=-840.46001 e_above_lowest_kcal_mol=56.22
C 2.3847 -1.8755 -0.1443 -0.34 0.85 -0.51
C 3.2746 -0.9188 0.3123 -1.43 -0.35 -0.30
C 1.1386 -1.5001 -0.5656 -1.75 -0.13 -1.13
C 2.8260 0.3696 0.3683 0.33 3.59 3.05
C 0.7260 -0.1825 -0.5715 0.34 0.95 0.28
C 1.5768 0.8435 -0.0747 -0.15 -2.14 -0.70
C -1.0659 1.4882 -0.8720 3.52 -0.26 -0.80
C -1.7385 0.4258 -0.1464 0.85 1.81 1.04
C -1.4799 0.6339 1.3489 -0.38 -0.10 0.60
C -3.0182 -0.1428 -0.6031 -1.44 -1.10 -0.77
N -0.5692 0.1639 -1.0110 -0.67 1.26 -0.54
S 1.0102 2.4527 -0.0549 -2.15 -0.18 -0.35
H 2.5619 -2.8878 -0.2756 1.00 -1.77 0.16
H 4.2157 -1.1791 0.6890 1.20 -0.29 0.50
H 0.4019 -2.2000 -1.0257 0.86 0.29 0.61
H 3.2952 1.1269 1.1454 -0.13 -1.49 -2.17
H -1.2614 2.2266 -1.6396 -0.11 -0.26 0.05
H -0.3907 0.3812 1.4864 -1.28 0.47 0.61
H -2.1806 0.1050 2.0325 0.79 -0.52 -0.61
H -1.7475 1.6846 1.6132 0.83 -0.56 -0.33
H -3.6194 -0.0533 0.3169 -0.63 -0.27 -0.85
H -2.7603 -1.2269 -0.7621 -0.78 0.81 0.01
H -3.5802 0.2650 -1.5663 1.52 -0.61 2.15

---

Entry 5:
23
Properties=species:S:1:pos:R:3:forces:R:3 method="wB97M-V/def2-TZVPD" largest_force_ha_per_bohr=0.1051 homo_lumo_gap_ev=8.6 e_tot_ha=-840.48121 e_above_lowest_kcal_mol=42.91
C -2.6555 0.8133 -1.7427 -0.78 -0.54 1.71
C -3.1955 1.4575 -0.6060 2.59 -1.29 -0.82
C -1.7751 -0.2537 -1.6489 -0.22 2.59 3.34
C -2.6965 1.0521 0.6313 -2.73 2.09 0.10
C -1.1275 -0.4240 -0.4188 -1.45 -0.83 0.56
C -1.7614 0.1008 0.7171 1.38 -0.87 1.09
C 0.2379 -1.2642 1.6314 -1.65 2.90 -2.74
C 1.0180 -0.6606 0.4775 2.54 -0.58 2.11
C 1.3399 0.8256 0.4518 -4.79 -0.65 2.42
C 2.4206 -1.4062 0.1871 -3.25 1.33 -2.02
N -0.0335 -1.2320 -0.2602 0.01 -1.15 0.80
S -1.2704 -0.4958 2.3284 1.72 -0.56 -1.86
H -2.9758 1.1011 -2.6904 -0.54 0.53 -1.51
H -3.6504 2.3880 -0.7589 -1.31 0.89 0.12
H -1.3479 -0.6518 -2.4595 1.34 -1.67 -3.09
H -3.1284 1.4962 1.5391 0.35 -0.13 -0.34
H 0.4422 -2.1931 2.0171 0.60 -2.10 0.64
H 1.6358 1.0641 -0.4720 1.18 1.19 -3.59
H 2.0406 1.0702 1.1558 2.16 0.31 1.68
H 0.4528 1.4714 0.7553 0.86 -0.81 -0.65
H 3.0005 -1.2916 1.0451 1.43 0.46 1.13
H 2.7145 -0.7764 -0.7275 0.45 -1.61 1.26
H 2.2509 -2.4780 0.0071 0.10 0.50 -0.34

---

Entry 6:
23
Properties=species:S:1:pos:R:3:forces:R:3 method="wB97M-V/def2-TZVPD" largest_force_ha_per_bohr=0.0956 homo_lumo_gap_ev=8.7 e_tot_ha=-840.45964 smiles="C=C(C)Cc1ccsc1C=C=N" e_above_lowest_kcal_mol=56.45
C -0.1124 2.3458 0.0169 -2.98 1.89 1.47
C 2.0260 -1.3839 0.8440 -0.85 -1.68 1.42
C 3.2422 -1.0179 0.4494 -1.34 2.06 -1.47
C 0.9738 -0.5141 0.4186 0.34 -0.70 1.00
C 1.4210 0.5532 -0.3274 -0.68 -1.88 1.10
C -0.4306 -0.7949 0.8640 0.60 1.30 -1.55
C 0.6306 1.6855 -0.7778 4.01 -0.41 -2.56
C -1.3893 -0.3014 -0.1510 -1.18 -3.20 -1.25
C -2.4827 0.3790 0.1651 -0.33 -0.77 -4.84
C -1.1547 -1.1872 -1.4293 -0.28 4.16 0.89
N -0.8193 3.0041 0.7283 2.61 0.27 0.34
S 3.1084 0.3987 -0.5259 0.87 0.60 -0.28
H 1.9051 -2.3055 1.4903 -0.21 1.26 -0.85
H 4.1749 -1.4003 0.6016 2.14 -1.19 0.42
H -0.6113 -1.8079 1.0902 0.11 -1.63 -0.38
H -0.6980 -0.3735 1.7563 -0.10 1.73 2.69
H 1.1893 2.2622 -1.5570 -1.07 -0.21 0.44
H -1.7611 3.2401 0.7627 -1.82 -0.23 -0.23
H -2.5671 0.6073 1.1338 -0.78 1.49 3.51
H -3.2773 0.6394 -0.6163 1.15 -0.43 1.40
H -0.1844 -0.7767 -1.7764 -0.77 -0.92 -0.78
H -2.0387 -1.0689 -2.0242 0.03 0.30 -1.12
H -1.1444 -2.1834 -1.1360 0.54 -1.80 0.63

---

Entry 7:
30
Properties=species:S:1:pos:R:3:forces:R:3 method="wB97M-V/def2-TZVPD" largest_force_ha_per_bohr=0.0201 homo_lumo_gap_ev="8.9 / 8.9" multiplicity=2 e_tot_ha=-4760.74438 s_squared=0.760 e_above_lowest_kcal_mol=5.78
Co 0.1505 -1.4878 -1.2355 -0.75 -0.48 -0.51
O -1.3017 0.6770 -4.1718 0.06 0.06 -0.02
C -1.0428 -0.0366 -3.2295 0.15 -0.12 0.02
O 0.1060 -0.5782 -2.9301 0.11 0.31 0.14
C -2.1277 -0.4104 -2.2283 -0.01 -0.05 -0.01
C -3.3468 0.1931 -1.9973 -0.18 -0.05 -0.04
C -4.0923 -0.2510 -0.9072 0.01 0.01 0.00
C -3.6261 -1.2705 -0.0797 -0.19 -0.05 -0.06
C -2.3970 -1.8239 -0.3746 0.03 -0.01 -0.04
N -1.7257 -1.3893 -1.4312 0.41 0.28 0.32
C -1.5702 -2.8180 0.4314 0.15 -0.01 -0.09
O -2.0914 -3.4926 1.2904 0.03 0.00 0.09
O -0.3179 -2.8247 0.0652 0.11 0.20 0.29
H -3.6802 1.0008 -2.6335 0.03 -0.01 -0.01
H -5.0348 0.2302 -0.6769 -0.01 -0.04 -0.03
H -4.1818 -1.6112 0.7830 0.04 0.00 0.00
C 3.7493 0.6473 0.0974 -0.01 -0.02 -0.06
As 2.1475 0.9519 1.1061 -0.12 -0.02 0.02
C 2.0882 2.8276 1.4994 0.03 0.05 0.00
C 2.3847 0.0572 2.7872 0.03 -0.04 0.02
S 0.3532 0.4590 0.1357 0.02 0.02 -0.05
H 4.5935 1.1085 0.6067 0.03 -0.01 0.00
H 3.6181 1.0816 -0.8904 0.02 0.01 -0.03
H 3.9077 -0.4245 0.0075 0.02 -0.03 -0.02
H 2.9542 3.1310 2.0854 0.00 -0.01 0.00
H 1.1700 3.0212 2.0485 -0.01 0.02 0.04
H 2.0575 3.3696 0.5573 0.01 0.02 -0.01
H 3.1733 0.5437 3.3593 0.01 -0.02 0.01
H 2.6418 -0.9830 2.6017 -0.02 -0.03 0.00
H 1.4408 0.1020 3.3239 -0.01 0.00 0.04

---

Entry 8:
39
Properties=species:S:1:pos:R:3:forces:R:3 method="wB97M-V/def2-TZVPD" largest_force_ha_per_bohr=0.0383 homo_lumo_gap_ev=5.1 e_tot_ha=-16509.46872 charge=+3 e_above_lowest_kcal_mol=25.80
Ba 6.5705 -1.9095 -18.1102 0.00 0.72 -0.63
Ba 2.8883 8.0972 -20.1313 0.81 -0.68 -0.39
O 5.4099 -0.4353 -20.1866 0.47 -0.22 0.52
C 5.7605 0.7314 -20.2229 -0.35 -0.03 -0.09
O 5.2921 1.6884 -20.9491 -0.15 -0.18 0.32
B 6.0069 2.9595 -20.6167 0.21 0.11 -1.35
O 7.0060 2.5510 -19.5984 -0.19 0.55 0.15
C 6.8593 1.3074 -19.3232 0.03 0.28 -0.15
O 7.4641 0.6707 -18.4865 -0.13 -1.09 0.39
O 5.0629 4.0170 -20.1610 -0.06 -0.02 0.62
C 5.2066 5.0749 -20.9001 0.43 -1.06 0.32
O 4.7222 6.1596 -20.6530 -1.40 1.37 0.22
C 6.1292 4.7125 -22.0630 0.29 -0.05 -0.06
O 6.6164 3.5163 -21.8174 -0.05 -0.88 0.88
O 6.3655 5.3863 -22.9924 0.01 1.10 -0.95
Br 4.2692 6.2020 -26.6832 0.16 -0.18 0.13
C 5.9743 5.2224 -26.6208 -0.08 0.36 -0.08
C 5.9880 4.1876 -27.7064 0.03 0.10 -0.50
Br 7.7531 3.3144 -27.6959 -0.59 0.06 0.07
H 6.0872 4.8237 -25.6201 -0.08 -0.08 0.06
H 6.7366 5.9717 -26.8091 0.03 0.00 0.10
H 5.8713 4.6592 -28.6800 0.24 0.00 0.01
H 5.1822 3.4597 -27.6411 0.23 -0.21 0.29
Br 3.7231 2.6941 -24.6104 0.00 0.13 -0.26
C 5.0964 1.4980 -25.3071 0.08 -0.65 0.02
C 5.6843 0.8241 -24.0867 0.57 0.73 0.27
Br 6.9392 -0.5905 -24.5331 -0.30 -0.04 0.03
H 5.8039 2.0635 -25.9054 0.15 0.15 0.29
H 4.6438 0.7648 -25.9713 -0.36 0.12 0.11
H 4.9040 0.4986 -23.4048 -0.01 -0.57 -0.26
H 6.2862 1.5306 -23.5174 -0.02 0.12 -0.16
Br 0.4680 2.7632 -22.7123 0.40 0.04 0.43
C 1.8074 2.0131 -21.4567 -0.37 0.20 -0.33
C 1.0177 1.1619 -20.4805 -0.14 0.14 -1.24
Br 2.0957 0.1446 -19.2501 0.32 0.04 0.25
H 2.3588 2.8538 -21.0475 -0.05 -0.04 0.21
H 2.4564 1.4317 -22.1011 0.12 -0.11 0.12
H 0.5232 0.4412 -21.1283 -0.26 -0.20 0.48
H 0.2878 1.7317 -19.9207 0.01 -0.02 0.16

---

Entry 9:
29
Properties=species:S:1:pos:R:3:forces:R:3 method="wB97M-V/def2-TZVPD" largest_force_ha_per_bohr=0.1144 homo_lumo_gap_ev="7.1 / 4.2" multiplicity=3 e_tot_ha=-1271.65812 charge=+2 s_squared=2.016
Cl -2.6638 -1.0666 -1.6402 0.69 0.04 0.35
C 0.8223 -1.8373 -2.0961 0.70 0.52 -0.75
C 1.5957 -1.1435 -1.0973 0.50 0.54 -0.96
C 1.3949 0.2708 -1.2849 0.48 -0.30 -0.63
H 2.2803 -1.5970 -0.3849 -0.27 0.02 -0.16
C 0.4688 0.4675 -2.3775 0.76 -0.44 0.34
C 0.1366 -0.8543 -2.8856 1.37 -0.31 0.05
H -0.4749 -1.0406 -3.7641 -0.11 -0.07 0.40
H 0.7965 -2.9129 -2.2619 -0.09 0.29 0.20
H 1.8735 1.0821 -0.7461 -0.14 -0.23 0.05
C -0.0972 1.7612 -2.8607 -0.26 0.19 0.04
Mo -0.5474 -0.6539 -0.7847 -5.43 0.25 1.04
C -0.1410 -1.3368 1.0497 1.40 -0.73 4.14
C -1.9781 0.7810 0.5048 -1.94 0.04 1.78
O 0.0506 -1.6250 2.1737 -0.74 0.77 -3.73
O -2.8026 1.0682 1.2615 2.73 -0.60 -2.40
H -0.0568 2.5092 -2.0607 0.12 -0.04 -0.26
H -1.1504 1.6220 -3.1323 0.24 0.09 -0.09
H 0.4418 2.1332 -3.7436 -0.07 -0.12 0.28
N -0.5032 1.3363 3.8577 0.04 -0.29 0.70
C 0.5712 1.7582 2.9257 0.03 0.68 0.73
C -0.1401 2.7944 2.0205 2.42 -0.72 -5.31
O -0.9304 3.4961 2.6915 -0.61 0.75 0.53
O 0.1443 2.7445 0.7953 -1.04 0.35 3.36
H -0.5690 2.0826 4.5584 -0.33 -0.38 0.36
H -0.2896 0.4417 4.3028 -0.13 -0.07 0.23
H -1.4154 1.2907 3.3875 0.07 -0.28 0.22
H 1.3442 2.2662 3.5162 -0.07 -0.16 -0.23
H 1.0030 0.9250 2.3764 -0.34 0.20 -0.26

---

Entry 10:
27
Properties=species:S:1:pos:R:3:forces:R:3 method="wB97M-V/def2-TZVPD" largest_force_ha_per_bohr=0.0845 homo_lumo_gap_ev=9.1 e_tot_ha=-1067.15556 charge=+1 e_above_lowest_kcal_mol=18.70
C 1.4020 0.1984 -2.5418 -0.25 -0.29 0.89
C 0.9668 -0.7317 2.6018 -1.95 0.56 -1.44
C 1.8200 -0.2191 3.5064 1.11 -0.14 1.72
C -0.0037 1.4488 2.2637 0.94 -2.65 1.52
C -0.0257 0.0724 1.9575 1.48 0.65 0.68
C 1.6956 1.1276 3.7976 -0.24 1.64 -0.39
C -0.6554 -0.2850 -1.5528 -3.09 -0.73 -2.23
C -2.1599 -0.5080 -1.5396 1.32 -1.51 -1.88
C -0.3633 0.0703 -4.1321 0.02 2.00 1.72
C -0.8375 -0.5571 0.8984 0.34 -2.31 -0.73
N 2.5207 0.4169 -2.3901 -0.09 0.00 -0.08
N 0.8246 1.9162 3.1907 -0.05 0.16 -0.18
N -0.1287 -0.3940 -0.4292 0.82 0.09 4.27
N 0.0696 -0.0836 -2.6316 1.55 0.59 -3.61
Cl 2.6611 2.0366 4.9154 0.18 -0.85 0.05
H 1.0151 -1.7775 2.3972 -0.07 -0.64 -0.21
H 2.4793 -0.8907 4.0628 0.00 0.49 -0.25
H -0.7459 2.1167 1.9835 -1.21 1.19 -1.07
H -2.2685 -1.6395 -1.4250 -0.11 1.50 0.47
H -2.3770 0.0770 -0.6574 -1.58 -0.02 -0.68
H -2.6461 -0.3229 -2.5190 0.15 0.60 0.95
H -0.9343 -0.7449 -4.4392 -0.90 -1.62 -0.22
H 0.5990 0.0479 -4.7382 -1.46 0.74 0.84
H -1.0760 0.9775 -4.1060 1.74 -1.09 -0.75
H -0.7917 -1.6725 1.0697 -0.33 1.02 -0.07
H -1.8947 -0.3311 0.7563 0.52 0.39 0.81
H 0.8543 -0.3487 -0.2990 1.15 0.23 -0.11